16
Properties=species:S:1:pos:R:3:forces:R:3:lowdin_charge:R:1 method="wB97M-V/def2-TZVPD" homo_ha="-0.298 / -0.298" homo_lumo_gap_ev="6.6 / 6.6" e_above_lowest_ev=1.8027
C -1.376 -1.217 -1.898 2.6 -1.3 -1.2 -0.0997
C 0.783 2.047 2.207 -0.8 0.3 1.0 -0.1103
C -1.249 -1.636 -0.447 0.6 0.2 -0.8 -0.5261
O 1.387 1.956 0.919 -0.5 1.7 1.2 -0.3831
O -1.162 -0.558 0.360 2.1 1.7 0.9 -0.2437
Si 1.429 0.769 -0.076 -1.8 -2.6 -0.2 -0.2825
Cl 1.781 1.636 -1.813 0.1 -0.1 -1.0 0.4225
I 2.712 -1.154 0.575 -0.2 0.2 -0.2 0.5752
H -0.853 -0.243 -1.994 -0.5 -0.4 0.0 0.0430
H -0.705 -1.956 -2.461 -0.9 0.9 0.2 0.0852
H -2.287 -1.212 -2.434 -1.3 0.2 -0.1 0.0416
H 0.521 1.000 2.525 0.2 1.2 0.1 0.0889
H -0.177 2.694 2.183 1.6 -1.1 -0.2 0.1220
H 1.543 2.548 2.868 -0.9 -0.7 -0.5 0.1010
H -0.403 -2.327 -0.466 1.1 0.1 0.5 0.0647
H -1.943 -2.348 -0.046 -1.5 -0.2 0.1 0.1013